[1]
DFT (the ωB97M-V functional and the def2-TZVPD basis) results for a single C4H3ClOS molecule.

XYZ file:
```
10
C4H3ClOS (the ωB97M-V functional and the def2-TZVPD basis)
O -0.17 -0.68 2.18
C -0.59 0.16 1.38
C 0.03 0.05 0.00
C 0.95 -1.04 -0.40
S 0.71 -2.55 0.20
C -0.19 0.94 -1.00
Cl -1.31 2.30 -0.82
H -1.52 0.90 1.46
H 1.75 -0.85 -1.11
H 0.36 0.77 -1.88
```

Calculated values
SMILES = O=C/C(C=S)=C\Cl
E_LUMO = -1.0 eV
orbital gap = 7.78 eV



[2]
DFT (the ωB97M-V functional and the def2-TZVPD basis) results for a single C5H10O molecule.

XYZ file:
```
16
C5H10O (the ωB97M-V functional and the def2-TZVPD basis)
O 2.70 -0.04 0.43
C 1.39 -0.52 0.54
C 0.36 -0.06 -0.46
C -0.85 -0.94 -0.17
C -1.77 0.33 -0.26
C -0.51 1.22 -0.38
H 2.78 0.72 1.02
H 1.39 -1.62 0.34
H 0.97 -0.36 1.55
H 0.74 -0.20 -1.48
H -0.86 -1.31 0.86
H -0.76 -1.87 -0.76
H -2.47 0.42 -1.10
H -2.34 0.52 0.66
H -0.31 1.87 0.48
H -0.47 1.83 -1.28
```

Calculated values
SMILES = OCC1CCC1
E_LUMO = 0.9 eV
orbital gap = 10.82 eV



[3]
DFT (the ωB97M-V functional and the def2-TZVPD basis) results for a molecular structure, C24H58P2Si4Tc.

XYZ file:
```
89
C24H58P2Si4Tc (the ωB97M-V functional and the def2-TZVPD basis)
P 2.37 1.08 -4.33
P -0.06 -1.66 -4.67
C 2.10 0.02 -5.89
C 0.63 -0.43 -5.94
H 2.82 -0.80 -5.97
H 2.40 0.63 -6.75
H -0.05 0.45 -5.91
H 0.44 -0.93 -6.90
C 0.54 -3.19 -5.53
H 0.11 -4.06 -5.00
H 1.64 -3.25 -5.53
H 0.20 -3.20 -6.57
C -1.88 -1.81 -4.82
H -2.10 -2.28 -5.81
H -2.39 -0.83 -4.77
H -2.26 -2.48 -4.02
C 4.21 1.49 -4.32
H 4.48 2.21 -3.54
H 4.61 1.90 -5.25
H 4.78 0.58 -4.12
C 2.20 2.74 -5.43
H 1.26 2.75 -6.00
H 3.00 2.84 -6.19
H 2.20 3.67 -4.83
Tc -1.38 -0.11 0.61
C 1.26 -1.58 -3.43
C 2.53 -0.70 -3.56
C 3.14 -0.46 -2.12
C 2.53 0.85 -1.57
C 1.97 1.78 -2.61
C 0.81 1.59 -3.57
C -0.21 0.53 -3.03
C 0.33 -0.81 -2.46
C -0.18 1.71 0.70
H 1.55 -2.59 -3.04
H 3.24 -1.23 -4.23
H 4.22 -0.25 -2.13
H 2.99 -1.38 -1.48
H 1.77 0.64 -0.82
H 3.37 1.36 -1.07
H 2.30 2.81 -2.54
H 0.36 2.50 -4.00
H -1.00 0.39 -3.81
H -0.67 1.05 -2.16
H 0.83 -0.68 -1.52
H -0.54 -1.43 -2.20
H -0.58 2.47 1.41
H -0.20 2.20 -0.32
H 0.91 1.62 0.93
C -1.10 -4.96 -1.01
Si -0.68 -4.45 0.74
C -1.74 -5.39 1.99
C 1.17 -4.65 1.08
Si -1.22 -2.28 0.83
Si -3.43 -1.30 1.02
C -4.17 -2.09 2.57
C -3.44 0.60 1.21
C -4.39 -1.84 -0.54
Si -0.41 -0.71 2.67
C -0.82 -2.11 3.92
C 1.47 -0.74 2.59
C -0.93 0.78 3.75
H -1.31 -6.04 -1.01
H -0.25 -4.78 -1.68
H -1.97 -4.43 -1.40
H -1.65 -6.45 1.74
H -1.39 -5.24 3.02
H -2.80 -5.10 1.93
H 1.76 -3.92 0.49
H 1.40 -4.53 2.15
H 1.45 -5.67 0.77
H -3.74 -1.64 3.47
H -5.25 -1.86 2.52
H -4.05 -3.19 2.61
H -2.58 1.31 1.00
H -4.23 0.88 0.50
H -3.75 0.76 2.25
H -3.83 -1.62 -1.47
H -4.64 -2.92 -0.51
H -5.33 -1.26 -0.53
H -0.26 -3.03 3.73
H -0.50 -1.70 4.90
H -1.89 -2.36 3.98
H 1.89 0.08 2.00
H 1.81 -0.64 3.63
H 1.82 -1.70 2.18
H -0.50 1.72 3.38
H -2.02 0.91 3.85
H -0.52 0.59 4.75
```

Calculated values
charge = +2
E_LUMO (alpha / beta) = -6.8 / -6.9 eV
orbital gap (alpha / beta) = 5.70 / 5.71 eV
2S+1 = 4



[4]
DFT (the ωB97M-V functional and the def2-TZVPD basis) results for a molecular structure, C5H8N2O3.

XYZ file:
```
18
C5H8N2O3 (the ωB97M-V functional and the def2-TZVPD basis)
C 1.47 -1.44 -0.70
C 0.33 -3.31 1.57
C -1.15 0.97 -0.97
C -0.77 -0.43 -0.42
C 0.63 -0.30 1.02
N 1.61 -0.72 0.45
N 0.55 0.36 2.17
O -0.74 -3.00 1.46
O 1.43 -3.67 1.71
O -0.01 -1.34 -1.07
H 1.81 -2.37 -0.44
H -2.09 1.36 -0.59
H -1.22 0.91 -2.07
H -0.32 1.64 -0.81
H -1.58 -0.73 0.25
H 1.38 0.24 2.67
H -0.23 0.13 2.85
H 2.04 -1.04 -1.57
```

Calculated values
E_LUMO = 0.6 eV
orbital gap = 9.30 eV



[5]
DFT (the ωB97M-V functional and the def2-TZVPD basis) results for 4 unconnected molecules or ions with the total composition C5H15NO3.

XYZ file:
```
24
C5H15NO3 (the ωB97M-V functional and the def2-TZVPD basis)
C -1.47 -2.16 1.32
C -0.19 -1.93 0.97
C 0.06 -1.05 -0.09
C 1.18 -0.83 -0.85
N 1.05 0.33 -1.56
C 1.71 0.42 -2.92
H -1.66 -2.63 2.31
H -2.39 -2.00 0.66
H 0.71 -2.27 1.53
H -0.81 -0.30 -0.28
H 2.09 -1.34 -0.62
H 0.07 0.84 -1.57
H 1.03 0.98 -3.73
H 2.57 0.92 -2.98
H 1.73 -0.62 -3.44
O 1.91 1.62 1.35
H 1.70 2.06 2.24
H 2.91 1.59 1.32
O -3.02 1.15 -0.12
H -2.22 1.43 0.33
H -3.47 0.58 0.43
O -1.28 1.39 1.89
H -1.90 0.82 2.15
H -0.30 1.01 1.66
```

Calculated values
SMILES = C=C/C=C/NC.O.O.O
E_LUMO = 0.5 eV
orbital gap = 7.79 eV



[6]
DFT (the ωB97M-V functional and the def2-TZVPD basis) results for a molecular structure, C13H19P2Sr.

XYZ file:
```
35
C13H19P2Sr (the ωB97M-V functional and the def2-TZVPD basis)
C 0.47 -0.05 -2.36
C -0.78 -0.70 -2.23
C -0.59 -1.91 -1.47
C 0.81 -2.03 -1.18
C 1.46 -0.85 -1.70
Sr 0.01 -0.27 0.43
P -0.60 2.50 0.42
H 0.64 0.95 -2.81
H -1.75 -0.36 -2.62
H -1.37 -2.61 -1.17
H 2.52 -0.59 -1.57
H 1.26 -2.73 -0.44
H -1.58 2.50 1.46
H -1.11 3.06 -0.77
H 0.59 3.13 0.86
C -1.38 -1.69 2.70
P -0.66 -0.02 3.22
C 0.07 1.77 3.46
C -0.66 -0.59 4.86
C 0.64 -1.03 5.21
C 0.87 -1.44 6.52
C -0.17 -1.45 7.45
C -1.47 -1.05 7.07
C -1.73 -0.63 5.76
H -1.59 -1.75 1.62
H -2.33 -1.76 3.25
H -0.71 -2.49 3.02
H -0.71 2.53 3.41
H 0.56 1.76 4.44
H 0.84 1.96 2.70
H 1.45 -0.99 4.49
H 1.88 -1.72 6.80
H 0.04 -1.76 8.48
H -2.25 -1.05 7.83
H -2.74 -0.29 5.48
```

Calculated values
charge = -1
E_LUMO (alpha / beta) = 2.6 / 2.6 eV
orbital gap (alpha / beta) = 3.49 / 3.49 eV



[7]
DFT (the ωB97M-V functional and the def2-TZVPD basis) results for 2 unconnected molecules or ions with the total composition C4H8N2O3.

XYZ file:
```
17
C4H8N2O3 (the ωB97M-V functional and the def2-TZVPD basis)
H 2.48 1.16 -1.00
N 2.16 0.33 -0.49
C 1.22 0.63 0.33
C 0.64 -0.44 1.39
N 0.27 0.16 2.57
O 0.90 -1.61 1.29
H 0.87 1.66 0.49
H 0.21 1.16 2.68
H 0.20 -0.46 3.37
C -0.69 -0.97 -1.91
C -1.24 0.23 -1.21
O -1.59 1.28 -1.72
O -1.65 -0.07 0.10
H -1.48 -1.44 -2.50
H 0.14 -0.65 -2.55
H -0.31 -1.69 -1.19
H -2.15 0.73 0.37
```

Calculated values
SMILES = [H]/N=C/C(N)=O.CC(=O)O
E_LUMO = 0.5 eV
orbital gap = 10.38 eV



[8]
DFT (the ωB97M-V functional and the def2-TZVPD basis) results for a molecular structure, C32H27CrN6O9S2.

XYZ file:
```
77
C32H27CrN6O9S2 (the ωB97M-V functional and the def2-TZVPD basis)
Cr 1.51 -0.51 -0.89
O -2.41 2.47 3.86
C -2.87 1.85 2.89
O -4.02 1.48 2.60
C -1.79 1.43 1.85
C -2.15 0.74 0.70
C -1.16 0.27 -0.14
N 0.13 0.48 0.15
C 0.50 1.16 1.24
C -0.45 1.67 2.11
C 1.97 1.29 1.37
C 2.59 2.06 2.33
C 3.98 2.15 2.32
C 4.69 1.48 1.34
C 4.00 0.72 0.41
N 2.67 0.62 0.44
C -1.36 -0.48 -1.39
C -2.58 -0.62 -2.02
C -2.63 -1.27 -3.24
C -1.46 -1.77 -3.80
C -0.27 -1.61 -3.11
N -0.23 -0.99 -1.93
H -3.21 0.57 0.54
H -0.20 2.20 3.02
H 2.01 2.59 3.07
H 4.49 2.75 3.06
H 5.77 1.55 1.28
H 4.50 0.18 -0.38
H -3.47 -0.20 -1.57
H -3.57 -1.38 -3.76
H -1.46 -2.26 -4.76
H 0.67 -1.98 -3.49
N 0.91 -4.08 -1.94
N 2.03 -4.26 -1.12
C 3.01 -3.36 -1.08
N 3.98 -3.59 -0.19
S 3.12 -1.97 -2.10
H 0.12 -3.85 -1.34
H 0.73 -4.94 -2.43
H 1.91 -4.83 -0.29
H 3.85 -4.28 0.54
H 4.66 -2.87 -0.05
C -1.12 0.40 6.16
C -0.74 -0.39 4.94
C -1.70 -0.84 4.04
C -1.35 -1.57 2.92
C -0.01 -1.85 2.68
C 0.97 -1.41 3.56
C 0.60 -0.69 4.68
S 0.46 -2.77 1.26
O -0.71 -2.95 0.43
O 1.14 -3.97 1.69
O 1.47 -1.90 0.55
H -2.11 0.83 6.05
H -0.43 1.22 6.32
H -1.10 -0.25 7.04
H -2.74 -0.58 4.21
H -2.10 -1.91 2.22
H 2.01 -1.64 3.37
H 1.37 -0.35 5.37
O 1.84 0.61 -4.39
C 1.39 1.07 -3.36
O 1.90 0.81 -2.17
C 0.12 1.86 -3.34
C -0.24 2.63 -2.24
C -1.45 3.33 -2.19
C -2.27 3.20 -3.29
O -3.50 3.77 -3.49
C -3.94 3.32 -4.77
O -2.91 2.50 -5.33
C -1.92 2.44 -4.39
C -0.73 1.77 -4.46
H 0.44 2.69 -1.41
H -1.74 3.93 -1.34
H -4.11 4.18 -5.42
H -4.85 2.73 -4.65
H -0.43 1.19 -5.32
```

Calculated values
E_LUMO (alpha / beta) = -1.0 / -1.1 eV
orbital gap (alpha / beta) = 7.31 / 7.15 eV
2S+1 = 4



Record-wise energy values, in eV: -29599.3013 -7393.1383 -78093.9362 -14435.3169 -13057.1864 -33197.2068 -13400.1486 -111086.9288
Record-wise max |F| values, in eV/Å: 3.4 1.4 6.9 5.8 8.7 4.2 3.0 0.8
Record-wise energy above the lowest of the compared OMol25 structures with the same formula, charge and spin values, in kcal per mole: 42.8 37.5 0.0 56.0 105.9 6.1 35.5 2.5